This record from OMol25 describes a structure of composition C8H25BN2OP2SeSn at a distorted geometry. The level of theory is wB97M-V/def2-TZVPD.

Geometry as XYZ:
```
41
Properties=species:S:1:pos:R:3:forces:R:3:mulliken_charge:R:1
Sn -0.224924 -0.020865 0.813616 -0.64 -0.18 -0.78 0.808
H 1.478928 0.151245 -2.513094 2.17 0.22 0.02 -0.331
H -0.975637 -0.008216 -1.262965 0.65 -0.01 0.91 -0.618
P 0.283739 -2.552445 0.251364 0.49 -2.02 0.88 0.637
P 0.228678 2.529116 0.347719 0.27 2.24 1.18 0.648
C 1.846725 3.207236 0.833378 0.30 0.21 -0.05 -1.238
H 1.833463 4.308388 0.815129 0.02 -0.32 0.00 0.410
H 2.090923 2.869714 1.849417 -0.07 0.05 -0.26 0.362
H 2.625793 2.849237 0.146870 -0.14 0.09 0.20 0.358
C -0.099073 3.300785 -1.270707 0.00 0.04 -0.30 -1.083
H -1.179618 3.390586 -1.456026 0.30 -0.10 0.05 0.349
H 0.336297 4.312060 -1.300139 -0.15 -0.32 0.00 0.388
H 0.365203 2.694930 -2.059034 -0.11 0.24 0.05 0.235
C -0.906833 3.414641 1.472577 -0.02 0.39 -0.02 -1.253
H -0.752991 3.060272 2.498594 -0.03 0.05 -0.19 0.365
H -0.719912 4.496863 1.436987 -0.12 -0.20 0.06 0.401
H -1.946821 3.224702 1.185900 0.14 0.00 0.08 0.347
C 1.081109 -3.171651 -1.259895 0.24 -0.10 -0.28 -1.052
H 1.059179 -4.275361 -1.282596 0.02 0.43 -0.04 0.370
H 0.571193 -2.777917 -2.149566 0.15 -0.19 0.18 0.217
H 2.127822 -2.832859 -1.280124 -0.32 -0.12 -0.05 0.333
C 1.291676 -3.274407 1.584988 0.15 -0.47 0.10 -1.202
H 0.933514 -2.915456 2.559749 0.10 -0.10 -0.27 0.325
H 1.234800 -4.374110 1.555717 0.12 0.30 0.09 0.413
H 2.340719 -2.966125 1.464303 -0.32 -0.06 0.08 0.344
C -1.261217 -3.522097 0.327213 -0.13 -0.19 0.01 -1.227
H -1.842361 -3.395208 -0.596492 0.08 -0.05 0.25 0.320
H -1.024913 -4.588758 0.458792 -0.13 0.27 -0.12 0.420
H -1.866968 -3.189019 1.178495 0.09 -0.09 -0.19 0.339
C -2.551237 -0.040029 1.281103 -1.58 0.24 -0.59 0.012
O -3.452332 -0.144649 1.994997 0.78 -0.11 0.31 -0.240
H -2.175403 -0.817464 -2.106400 0.94 0.67 -0.35 0.440
H -2.134510 0.824391 -2.112919 0.55 -0.30 -0.32 0.428
H -0.223165 1.111199 -3.778526 0.26 -0.62 -0.38 0.021
H -0.099738 -1.146845 -3.645890 0.17 0.63 -0.45 -0.015
B -0.427368 -0.015994 -3.448903 -2.34 -0.02 2.11 0.481
N -1.520324 -0.003247 -2.205504 -0.44 -0.34 -2.12 -0.155
H 2.291659 0.238240 -2.572402 -2.10 -0.22 0.17 0.241
Se 0.332868 0.033970 5.639053 -0.09 -0.03 -0.49 -0.093
C 0.437287 0.009744 3.898196 0.40 0.06 -0.90 0.228
N 0.593759 0.005422 2.707043 0.33 0.04 1.43 -0.734
```
Forces are in eV/Å.

**HOMO (spin up / spin down)**: -8.6 / -9.4 eV
**Total charge**: +1
**Multiplicity**: 2
**F_max**: 3.1 eV/A
**Kohn-Sham gap (spin up / spin down)**: 4.14 / 4.95 eV